# 1
{
  "formula": "C18H27N7PdSSi",
  "method": "wB97M-V/def2-TZVPD",
  "symbols": ["Pd", "C", "C", "N", "C", "C", "N", "C", "C", "N", "H", "H", "H", "H", "H", "H", "H", "H", "H", "H", "H", "H", "H", "H", "H", "C", "Si", "C", "C", "C", "C", "C", "C", "N", "C", "S", "H", "H", "H", "H", "H", "H", "H", "H", "H", "H", "H", "H", "N", "C", "C", "C", "N", "C", "N"],
  "xyz": [[0.158, 0.997, 0.706], [1.110, 3.486, 2.354], [-0.234, 3.782, 1.636], [-1.145, 2.637, 1.661], [-1.695, 2.283, 2.975], [-1.774, 0.754, 3.148], [-0.581, 0.053, 2.651], [0.600, 0.013, 3.526], [1.296, 1.375, 3.652], [1.454, 2.054, 2.353], [1.894, 4.051, 1.845], [1.070, 3.859, 3.382], [-0.689, 4.670, 2.093], [-0.032, 4.010, 0.584], [-1.904, 2.798, 0.998], [-1.071, 2.719, 3.752], [-2.703, 2.693, 3.101], [-1.950, 0.526, 4.206], [-2.629, 0.380, 2.577], [-0.845, -0.913, 2.458], [0.328, -0.326, 4.533], [1.300, -0.714, 3.096], [0.719, 2.011, 4.324], [2.271, 1.212, 4.122], [2.412, 1.929, 2.029], [-0.598, -4.884, -3.382], [0.356, -3.760, -2.191], [0.855, -4.626, -0.561], [1.892, -2.952, -3.001], [-0.827, -2.320, -1.729], [-2.115, -2.243, -2.254], [-2.970, -1.211, -1.906], [-2.506, -0.231, -1.031], [-1.283, -0.269, -0.533], [-0.456, -1.285, -0.858], [1.095, -1.191, -0.093], [0.036, -5.713, -3.675], [-0.895, -4.367, -4.292], [-1.489, -5.305, -2.924], [1.482, -5.480, -0.791], [-0.020, -4.987, -0.030], [1.413, -3.964, 0.094], [2.585, -3.725, -3.313], [2.402, -2.299, -2.298], [1.613, -2.378, -3.879], [-2.452, -3.005, -2.939], [-3.972, -1.159, -2.299], [-3.137, 0.595, -0.727], [0.932, 2.026, -1.051], [1.269, 2.432, -2.085], [1.666, 2.924, -3.302], [0.709, 3.441, -4.186], [-0.092, 3.855, -4.897], [3.018, 2.892, -3.667], [4.126, 2.843, -3.962]],
  "homo_lumo_gap_ev": [3.6, 3.5],
  "homo_energy_ev": [-13.663, -13.660],
  "charge": 2,
  "spin_multiplicity": 1,
  "de_lowest_kj_mol": 271.9,
  "max_force_ev_per_a": 2.77
}

# 2
{
  "formula": "C3H4IN",
  "method": "wB97M-V/def2-TZVPD",
  "symbols": ["C", "C", "N", "C", "H", "H", "H", "I", "H"],
  "xyz": [[-0.227, -2.828, -0.161], [-0.681, -1.596, -0.043], [-1.141, -0.359, -0.210], [-1.694, 0.836, -0.324], [-0.127, -3.499, 0.668], [-1.945, 1.298, 0.494], [-1.804, 1.119, -1.277], [4.139, 0.009, -0.032], [4.144, 1.408, 0.633]],
  "homo_lumo_gap_ev": 8.3,
  "smiles": "C#CN=C.I",
  "homo_energy_ev": -8.710,
  "charge": 0,
  "spin_multiplicity": 1,
  "de_lowest_kj_mol": 395.7,
  "max_force_ev_per_a": 8.84
}

# 3
{
  "formula": "C26H36NO3",
  "method": "wB97M-V/def2-TZVPD",
  "symbols": ["C", "C", "C", "C", "O", "C", "O", "N", "C", "O", "C", "C", "C", "C", "C", "C", "C", "C", "C", "C", "C", "C", "C", "C", "C", "C", "C", "C", "C", "C", "H", "H", "H", "H", "H", "H", "H", "H", "H", "H", "H", "H", "H", "H", "H", "H", "H", "H", "H", "H", "H", "H", "H", "H", "H", "H", "H", "H", "H", "H", "H", "H", "H", "H", "H", "H"],
  "xyz": [[-1.236, 3.794, 0.817], [-2.226, 3.362, -0.245], [-3.609, 3.237, 0.363], [-2.267, 4.394, -1.364], [-1.812, 2.123, -0.888], [-1.696, 0.980, -0.121], [-1.882, 0.975, 1.110], [-1.355, -0.049, -0.912], [-0.951, -1.170, -0.174], [0.417, -1.342, -0.036], [1.183, -0.317, 0.509], [1.685, 0.692, -0.339], [1.936, 0.492, -1.855], [2.682, 1.684, -2.449], [0.652, 0.369, -2.662], [2.769, -0.774, -2.061], [2.047, 1.892, 0.280], [2.065, 2.010, 1.664], [1.722, 0.936, 2.468], [1.333, -0.284, 1.910], [1.156, -1.544, 2.787], [1.510, -1.251, 4.245], [2.099, -2.644, 2.285], [-0.283, -2.048, 2.766], [-1.353, -2.418, -0.958], [-1.535, -3.635, -0.299], [-1.724, -4.788, -1.057], [-1.735, -4.731, -2.452], [-1.597, -3.498, -3.095], [-1.448, -2.333, -2.339], [-0.225, 3.873, 0.395], [-1.522, 4.776, 1.214], [-1.230, 3.069, 1.638], [-4.340, 2.950, -0.401], [-3.604, 2.493, 1.165], [-3.908, 4.206, 0.780], [-2.990, 4.097, -2.131], [-2.561, 5.373, -0.970], [-1.283, 4.494, -1.837], [-1.467, -1.239, 0.798], [3.642, 1.833, -1.941], [2.876, 1.499, -3.513], [2.076, 2.595, -2.376], [0.217, -0.617, -2.501], [-0.092, 1.119, -2.368], [0.864, 0.478, -3.737], [2.244, -1.638, -1.639], [2.939, -0.938, -3.132], [3.732, -0.656, -1.552], [2.345, 2.755, -0.317], [2.381, 2.948, 2.120], [1.766, 1.053, 3.552], [0.837, -0.497, 4.668], [1.406, -2.165, 4.842], [2.547, -0.907, 4.333], [1.877, -2.887, 1.240], [3.135, -2.294, 2.358], [1.984, -3.546, 2.900], [-0.477, -2.556, 1.817], [-0.446, -2.782, 3.567], [-0.991, -1.221, 2.899], [-1.544, -3.648, 0.788], [-1.858, -5.738, -0.542], [-1.847, -5.646, -3.040], [-1.610, -3.408, -4.181], [-1.423, -1.344, -2.792]],
  "homo_lumo_gap_ev": 7.2,
  "smiles": "CC(C)(C)O/C([O-])=N/[C@H](Oc1c(C(C)(C)C)cccc1C(C)(C)C)c1ccccc1",
  "homo_energy_ev": -4.208,
  "charge": -1,
  "spin_multiplicity": 1,
  "max_force_ev_per_a": 3.68
}